The following is a DFT calculation (ωB97M-V with the def2-TZVPD basis set) of a single C3H4N2O3 molecule in a non-equilibrium geometry.

Output
* SMILES: COc1onnc1O
* E_tot: -451.85021 Ha
* E_HOMO: -0.3194 Eh
* HOMO-LUMO gap: 9.1663 eV

Structure (ORCA input):
```
! RIJCOSX wB97M-V def2-TZVPD def2/J DEFGRID3
* xyz 0 1
O -0.58463 0.80113 -1.05142
N -0.71667 -1.03781 -2.18888
O 0.27449 -2.56714 -0.69513
C 0.31518 1.38834 1.46157
C -0.06771 -1.32358 -1.03517
O 0.38967 0.06017 0.91636
H -0.74085 1.68062 1.49696
H 0.84734 2.14348 0.95073
H 0.73004 1.24844 2.47412
H 0.54253 -2.46319 0.26202
C -0.01459 -0.12358 -0.34607
N -0.97478 0.19311 -2.24510
*
```